(1)
{"formula": "C21H28F6N11O4PS4Y", "method": "ωB97M-V/def2-TZVPD", "s_squared": 0.77, "lumo_ev": [-6.00, -9.00], "spin_multiplicity": 2, "homo_lumo_gap_ha": [0.2213, 0.1112], "homo_ev": [-12.0, -12.0], "e_above_lowest_ev": 1.1550, "charge": 2, "species": ["Y", "N", "C", "C", "C", "C", "N", "C", "N", "N", "C", "O", "O", "H", "H", "H", "H", "H", "H", "H", "H", "H", "H", "H", "H", "H", "H", "N", "C", "N", "C", "C", "S", "C", "C", "S", "C", "N", "N", "H", "H", "H", "H", "H", "H", "N", "C", "C", "C", "C", "C", "C", "S", "O", "O", "N", "C", "S", "C", "C", "N", "H", "H", "H", "H", "H", "H", "H", "H", "F", "P", "F", "F", "F", "F", "F"], "coordinates": [[0.1740, 1.6508, 0.0004], [-0.7609, 1.6285, -2.5653], [-0.6409, 0.1771, -2.7888], [-0.3262, -0.2549, -4.2271], [-0.3522, -1.7778, -4.4040], [-1.6981, -2.4200, -4.0610], [-1.8544, -2.5465, -2.6200], [-3.0038, -2.6190, -1.9643], [-4.1662, -2.7236, -2.6238], [-3.0048, -2.6213, -0.6388], [0.4813, -0.3267, -1.8265], [0.5141, -1.5092, -1.5016], [1.2729, 0.5897, -1.4390], [-1.7336, 1.9095, -2.6849], [-0.2132, 2.1303, -3.2638], [-1.5837, -0.2818, -2.4876], [0.6608, 0.1178, -4.5098], [-1.0592, 0.1960, -4.9020], [0.4251, -2.2399, -3.7960], [-0.1198, -1.9944, -5.4461], [-1.7475, -3.4123, -4.5226], [-2.5068, -1.8093, -4.4750], [-0.9948, -2.4115, -2.0757], [-4.1957, -2.9092, -3.6101], [-5.0279, -2.8098, -2.1128], [-2.1729, -2.3867, -0.1001], [-3.8733, -2.5764, -0.1335], [0.1106, 1.7231, 3.9952], [0.0376, 2.8653, 3.3255], [0.0639, 3.0367, 2.0215], [-0.0137, 4.3752, 1.7032], [-0.0808, 5.2289, 2.7765], [-0.0476, 4.3720, 4.2484], [0.0567, 4.8026, 0.3255], [-0.2611, 6.0505, -0.1302], [0.1221, 6.2175, -1.7876], [0.7081, 4.5678, -1.7836], [0.5641, 3.9455, -0.6378], [1.2403, 4.0176, -2.8909], [-0.1119, 0.8088, 3.5791], [-0.0066, 1.7696, 4.9967], [-0.1216, 6.2980, 2.7650], [-0.6998, 6.8562, 0.4204], [1.4858, 4.6388, -3.6461], [1.8139, 3.1928, -2.7648], [3.3622, -6.0798, 2.8726], [2.6561, -4.9520, 2.6805], [1.9244, -4.3798, 3.7418], [1.1593, -3.2571, 3.5303], [1.1133, -2.6884, 2.2644], [1.8516, -3.2080, 1.2088], [2.6324, -4.3231, 1.4168], [-0.0073, -1.3449, 1.9780], [-1.0318, -1.7857, 1.0775], [-0.4363, -0.8060, 3.2479], [0.7754, -0.1091, 1.2245], [1.9112, 0.3957, 1.6628], [2.9648, -0.2726, 2.8905], [3.9934, 1.1001, 2.6957], [3.4988, 1.9384, 1.7437], [2.3325, 1.5572, 1.1742], [3.3537, -6.5423, 3.7656], [3.8700, -6.5081, 2.1169], [1.9620, -4.8349, 4.7180], [0.5790, -2.8112, 4.3218], [1.7895, -2.7333, 0.2403], [3.2182, -4.7372, 0.6100], [4.8838, 1.2094, 3.2821], [3.9556, 2.8615, 1.4335], [-1.9664, 2.5915, -0.1609], [-2.9161, 1.2355, 0.3760], [-1.9478, 1.2621, 1.7019], [-3.9431, 2.2186, 1.0178], [-1.6604, 0.3154, -0.3122], [-3.6359, -0.0884, 0.8116], [-3.5942, 1.2397, -1.0685]], "atomic_forces_ev_per_a": [[-0.333, 0.882, -0.551], [-0.217, 0.094, -0.227], [0.341, -0.152, 0.198], [-0.063, -0.093, 0.276], [-0.080, 0.156, -0.075], [0.042, -0.183, -0.356], [0.017, -0.030, 0.219], [0.118, -0.322, -0.099], [-0.053, 0.099, -0.055], [-0.096, 0.056, 0.127], [-1.003, -0.986, -1.365], [0.202, 0.003, -0.046], [1.338, -0.072, -0.410], [0.187, 0.010, -0.004], [-0.177, -0.069, 0.190], [0.237, 0.203, -0.022], [0.034, 0.063, -0.067], [-0.002, 0.055, 0.010], [0.050, -0.052, -0.078], [-0.045, -0.101, -0.005], [-0.052, 0.096, 0.012], [-0.030, -0.007, 0.018], [-0.045, 0.038, 0.106], [0.048, 0.001, 0.007], [0.028, -0.018, -0.033], [0.001, 0.018, -0.092], [-0.022, -0.039, -0.051], [-0.496, 1.378, -0.377], [0.264, -0.697, 1.141], [-0.177, 1.547, -0.605], [0.041, -1.791, -0.918], [-0.126, 0.126, 1.760], [-0.009, 0.558, -0.634], [0.169, 0.122, 0.034], [0.140, -0.028, -0.149], [-0.040, -0.215, 0.269], [-0.049, -0.018, -0.003], [0.206, 0.431, 0.041], [0.007, 0.193, 0.255], [0.100, -0.604, -0.363], [0.129, -0.084, 0.101], [-0.025, 0.329, -0.031], [-0.100, 0.275, 0.130], [0.068, -0.156, -0.079], [-0.034, 0.007, -0.056], [0.332, -0.413, 0.066], [-0.309, 0.490, -0.065], [0.046, 0.063, -0.249], [0.015, -0.007, -0.005], [-0.502, 0.894, -0.036], [0.028, -0.118, -0.069], [-0.149, 0.081, 0.174], [1.010, -0.241, -0.589], [0.018, 0.013, 0.186], [-0.257, -0.132, 0.842], [-1.523, -1.979, 0.323], [1.870, 0.112, 1.140], [0.001, 0.300, -0.302], [-0.279, 0.480, -0.421], [0.919, -0.102, 0.914], [-0.979, -0.665, -0.424], [0.056, -0.002, -0.136], [-0.056, 0.020, 0.151], [-0.018, -0.081, 0.152], [-0.022, -0.032, 0.191], [0.068, 0.002, -0.182], [0.034, -0.032, -0.099], [0.193, 0.024, 0.033], [0.151, 0.104, -0.027], [-0.402, -0.251, 0.434], [0.307, -0.063, -0.593], [-0.486, 0.015, -0.269], [0.009, -0.086, -0.019], [-0.516, 0.202, 0.163], [-0.015, 0.266, 0.197], [-0.037, 0.117, 0.379]], "mulliken_charge": [0.15, -0.27, 0.08, -1.34, -0.95, -0.95, -0.07, 0.94, -0.41, -0.18, 1.09, -0.59, -0.82, 0.35, 0.34, 0.34, 0.48, 0.39, 0.33, 0.47, 0.48, 0.48, 0.13, 0.22, 0.20, 0.29, 0.24, -0.02, 0.22, 1.02, -0.04, -0.69, -0.08, 0.20, -0.69, -0.13, 0.46, -0.21, -0.38, 0.16, 0.32, 0.48, 0.47, 0.25, 0.24, -0.46, 1.12, -0.91, -0.28, -0.98, -0.29, -1.00, 1.65, -0.99, -1.02, 0.61, 0.19, 0.05, -0.59, -0.57, -0.22, 0.19, 0.20, 0.34, 0.55, 0.54, 0.35, 0.51, 0.48, -0.34, 1.30, -0.21, -0.31, -0.10, -0.35, -0.44]}

***

(2)
{"formula": "C21H28FeN5O", "method": "ωB97M-V/def2-TZVPD", "s_squared": 8.81, "lumo_ev": [-5.57, -8.06], "spin_multiplicity": 6, "homo_lumo_gap_ha": [0.3075, 0.2508], "homo_ev": [-13.9, -14.9], "charge": 2, "species": ["Fe", "C", "N", "C", "C", "C", "C", "C", "C", "C", "N", "C", "C", "C", "C", "C", "C", "N", "C", "C", "H", "H", "H", "H", "H", "H", "H", "H", "H", "H", "H", "H", "H", "H", "H", "H", "H", "H", "H", "H", "N", "C", "N", "C", "C", "O", "C", "C", "H", "H", "H", "H", "H", "H", "H", "H"], "coordinates": [[0.0937, -1.3637, -1.0157], [-3.0625, -0.6847, -1.2750], [-2.0649, -1.5225, -0.5802], [-1.9516, -2.8455, -1.2235], [-2.2480, -1.5852, 0.8550], [-3.5076, -1.6133, 1.4116], [-3.6622, -1.5597, 2.7946], [-2.5470, -1.4333, 3.6164], [-1.2794, -1.4298, 3.0759], [-1.0927, -1.5671, 1.6831], [0.1062, -1.6184, 1.0343], [1.3387, -1.8112, 1.6206], [1.5769, -2.4156, 2.8684], [2.8595, -2.4912, 3.3724], [3.9314, -1.9813, 2.6489], [3.7281, -1.4667, 1.3727], [2.4538, -1.4142, 0.8471], [2.2222, -1.0176, -0.5290], [2.9772, 0.1662, -0.9782], [2.4435, -2.1736, -1.4252], [-4.0150, -1.2039, -1.3929], [-2.6795, -0.4242, -2.2598], [-3.2210, 0.2267, -0.7040], [-2.6249, -3.6292, -0.8665], [-0.9508, -3.2825, -1.0161], [-2.0798, -2.7375, -2.3004], [-4.3844, -1.6574, 0.7796], [-4.6543, -1.5806, 3.2242], [-2.6733, -1.3242, 4.6845], [-0.4325, -1.2671, 3.7231], [0.7649, -2.8696, 3.4151], [3.0295, -2.9609, 4.3312], [4.9317, -2.0221, 3.0574], [4.5742, -1.1303, 0.7882], [4.0314, -0.0636, -1.1415], [2.8912, 0.9427, -0.2218], [2.5445, 0.5290, -1.9079], [3.2023, -2.8818, -1.0876], [2.6752, -1.8413, -2.4360], [1.5347, -2.8235, -1.4886], [-0.1659, 0.6226, -1.5326], [-0.4041, 1.7580, -1.6137], [-0.6588, 3.0167, -1.7175], [-0.5430, 3.7290, -3.0166], [0.3794, 4.9188, -2.8242], [-0.0787, 5.7292, -1.7627], [-0.0477, 5.0477, -0.5285], [-0.9998, 3.8648, -0.5516], [-1.5432, 4.0596, -3.2995], [-0.1686, 3.0347, -3.7666], [0.3838, 5.5354, -3.7209], [1.4044, 4.5787, -2.6272], [-0.3540, 5.7572, 0.2379], [0.9728, 4.7091, -0.3061], [-2.0292, 4.2028, -0.6792], [-0.9267, 3.2654, 0.3547]], "atomic_forces_ev_per_a": [[-0.141, 1.578, 0.639], [-0.004, 0.034, 0.053], [0.258, -0.388, -0.175], [0.290, -0.550, -0.043], [-0.073, 0.053, 0.010], [0.021, 0.003, 0.011], [0.005, -0.003, 0.008], [-0.006, -0.001, -0.015], [-0.017, 0.017, 0.022], [-0.004, -0.030, -0.025], [0.002, -0.202, -0.008], [-0.050, 0.030, -0.045], [0.020, -0.011, 0.040], [-0.019, -0.001, -0.010], [0.018, 0.009, -0.006], [-0.036, -0.054, -0.010], [0.068, 0.061, 0.025], [-0.205, -0.519, -0.177], [-0.036, 0.056, 0.115], [-0.087, -0.418, -0.247], [-0.004, 0.005, 0.006], [-0.026, -0.025, -0.019], [0.020, 0.012, -0.018], [-0.279, 0.286, 0.094], [-0.082, -0.052, -0.069], [0.016, -0.028, 0.000], [0.001, 0.000, 0.007], [-0.001, 0.003, -0.005], [0.005, -0.001, 0.001], [0.012, 0.001, -0.015], [-0.002, 0.008, -0.004], [-0.001, 0.002, 0.002], [0.000, -0.004, -0.001], [0.011, -0.004, 0.006], [0.006, 0.005, 0.015], [-0.007, 0.010, -0.014], [0.030, -0.012, -0.023], [0.180, 0.221, 0.055], [0.003, 0.040, 0.016], [0.091, 0.002, -0.021], [-0.021, -0.143, -0.092], [0.038, 0.024, -0.023], [0.031, 0.030, -0.110], [-0.059, -0.082, 0.071], [0.023, 0.058, 0.001], [-0.010, -0.017, -0.010], [0.020, 0.058, 0.003], [-0.021, -0.109, -0.011], [0.008, 0.020, -0.014], [0.023, 0.023, -0.010], [-0.008, -0.006, -0.001], [-0.004, -0.014, -0.002], [-0.008, -0.008, 0.002], [-0.004, -0.015, 0.000], [0.004, 0.025, 0.011], [0.012, 0.021, 0.010]], "mulliken_charge": [0.46, -1.45, 0.61, -0.65, 0.04, -0.36, -0.83, -0.86, -1.00, 0.66, 0.07, 0.17, -0.68, -0.86, -0.78, -0.42, 0.35, 0.57, -1.35, -0.59, 0.45, 0.41, 0.45, 0.30, 0.23, 0.44, 0.42, 0.43, 0.44, 0.80, 0.83, 0.43, 0.43, 0.40, 0.43, 0.38, 0.42, 0.35, 0.44, 0.18, -0.76, 0.71, 0.01, -0.53, -0.55, -0.35, -0.56, -0.51, 0.28, 0.42, 0.36, 0.32, 0.36, 0.32, 0.27, 0.44]}